74
Properties=species:S:1:pos:R:3:forces:R:3 method="wB97M-V/def2-TZVPD" multiplicity=5 orbital_gap_ha="0.2306 / 0.1539" e_above_lowest_kcal_mol=30.2 total_charge=+2 fmax_ev_per_a=5.877 s_squared=6.040
Pt -0.1256 -2.8353 -0.4028 3.692 -0.970 -4.468
C -1.5114 -1.6601 -3.1649 1.305 1.695 -1.312
C -1.9721 -3.0421 -3.1876 -0.678 -1.709 -0.813
S -1.8184 -3.8158 -1.5664 -1.079 -1.650 -0.703
C -1.1837 -5.4282 -2.1648 -2.937 -0.476 0.059
C 0.2076 -5.4319 -2.6279 3.275 -0.776 -1.462
S 1.3698 -4.4119 -1.6085 0.569 0.830 0.353
C 2.2153 -3.1889 -2.7231 0.766 -1.708 0.017
C 1.3984 -2.0481 -3.2623 -0.262 0.820 -1.422
S 0.0562 -1.2888 -2.2862 -0.014 -0.201 0.424
H -2.2577 -0.9603 -2.8068 0.025 0.085 0.498
H -1.3109 -1.3358 -4.1964 -0.142 -0.010 0.146
H -1.4765 -3.6680 -3.9843 -0.251 0.651 0.986
H -3.0507 -3.0816 -3.4029 0.312 0.078 -0.120
H -1.9564 -5.6663 -3.0058 1.521 -0.080 1.524
H -1.3589 -6.0834 -1.2891 0.116 0.095 -0.670
H 0.3435 -5.1749 -3.7072 -0.288 0.230 0.836
H 0.7770 -6.4300 -2.5780 -1.508 1.084 0.118
H 2.6741 -3.8561 -3.5175 -0.676 1.072 0.545
H 3.0714 -2.8048 -2.1365 -0.678 -0.346 0.012
H 1.0258 -2.2561 -4.2742 -0.269 -0.136 0.300
H 2.0395 -1.1760 -3.4095 0.252 -0.267 0.112
O -0.3037 -3.3129 1.6341 -2.038 1.760 1.150
C -1.1849 -2.3639 1.6377 0.780 -1.180 -0.533
O -1.5980 -1.8168 0.5561 -0.737 0.959 2.935
C -1.8338 -1.9700 2.8704 -0.669 -3.140 1.271
C -2.5475 -0.7935 2.9210 -1.448 1.623 2.427
C -3.1974 -0.4372 4.1340 0.349 1.680 -1.032
C -3.3873 -1.4103 5.0932 -0.928 0.979 1.084
O -4.1640 -1.3895 6.2187 1.569 -0.662 -2.002
C -4.0743 -2.7288 6.7679 1.249 0.878 0.712
O -3.1330 -3.4923 5.9847 0.269 2.440 -1.694
C -2.7385 -2.6365 4.9380 -0.937 -3.441 1.783
C -1.9715 -2.9961 3.8418 0.457 2.514 0.154
H -2.6174 -0.1416 2.0619 0.399 0.166 0.094
H -3.4395 0.6241 4.3346 -0.497 -0.903 -0.370
H -5.0467 -3.1631 6.7168 -0.656 -0.521 -0.042
H -3.7048 -2.5852 7.8032 -0.157 -0.459 -0.547
H -1.3628 -3.8601 3.8406 0.238 -0.931 -0.299
O -1.2489 4.7269 -2.6070 -0.076 -0.443 0.538
S -0.2069 4.2087 -1.6926 0.462 -0.117 -0.620
C 1.2291 3.8169 -2.7892 1.363 -0.125 -2.145
C 2.5742 4.1906 -2.2905 1.931 1.284 2.214
C 3.3331 5.2719 -2.8991 -0.513 -1.888 2.005
C 4.5817 5.6785 -2.3719 -0.962 -0.797 -0.554
C 5.1022 5.1173 -1.1905 -2.266 -0.294 -1.004
C 4.3253 4.1459 -0.5234 -0.478 -0.582 -0.213
C 3.1060 3.6592 -1.0241 0.356 1.148 -1.952
C -0.5739 2.5876 -0.9935 -0.759 -0.272 0.809
C -0.7468 2.7823 0.5027 0.241 -0.082 1.153
C 0.1696 2.1840 1.3921 -0.895 0.545 -0.463
C 0.1005 2.3784 2.7893 0.125 0.516 -1.283
C -0.7509 3.3391 3.3209 -0.863 0.461 0.502
C -1.6926 3.8989 2.4134 -0.227 0.898 1.114
C -1.7193 3.6300 1.0644 -0.126 -0.241 -0.674
H 0.9413 4.3840 -3.7283 0.405 -0.567 1.062
H 1.2221 2.7089 -3.0413 -0.615 1.131 0.666
H 2.8260 5.7481 -3.7073 0.301 0.457 -0.741
H 5.1209 6.3863 -2.9846 0.206 0.261 0.387
H 6.0068 5.4900 -0.7955 0.907 0.116 0.395
H 4.6585 3.6639 0.3990 0.128 0.406 -0.253
H 2.6262 2.8691 -0.4568 -0.128 -0.019 -0.188
H 0.2812 1.8841 -1.1298 -0.687 0.564 -0.425
H -1.5177 2.3201 -1.5242 0.696 -0.235 0.338
H 1.0033 1.6255 0.9867 -0.171 -0.317 0.150
H 0.8460 1.8100 3.2949 0.330 0.018 0.945
H -0.7397 3.7077 4.4135 0.024 -0.928 -1.929
H -2.4332 4.6550 2.7360 0.599 -0.598 0.187
H -2.5127 4.1208 0.4721 0.578 -0.346 0.144
F 1.4791 -1.0473 1.0370 -0.222 -0.274 -0.169
B 2.6521 -0.6100 0.4025 1.323 1.141 -0.244
F 2.6103 -0.9679 -1.0018 -0.325 0.340 0.829
F 2.6777 0.8593 0.5102 -0.095 -1.246 -0.426
F 3.8180 -1.1056 0.9647 -0.859 0.017 -0.206

=====

72
Properties=species:S:1:pos:R:3:forces:R:3 method="wB97M-V/def2-TZVPD" multiplicity=1 orbital_gap_ha=0.2832 total_charge=0 fmax_ev_per_a=0.390
Pb 0.3504 -0.8168 -0.3533 0.007 -0.321 0.220
C 1.0882 -1.4589 -5.1281 0.025 0.022 -0.001
Sb 0.4581 -0.2452 -3.5083 0.144 0.170 0.261
C -1.5554 0.0193 -4.1114 0.035 0.081 -0.072
C 1.3021 1.6456 -4.2102 -0.003 -0.026 -0.138
C 0.2772 2.7235 -4.3405 0.040 -0.048 0.007
C -0.3998 2.8645 -5.5513 -0.040 -0.009 -0.017
C -1.4141 3.7887 -5.7200 0.000 0.014 0.001
C -1.7651 4.6167 -4.6643 0.024 -0.026 0.005
C -1.0821 4.5090 -3.4662 -0.027 0.008 -0.054
C -0.0627 3.5760 -3.2814 -0.009 -0.013 0.125
C 0.6318 3.5410 -1.9536 0.058 0.120 0.053
Sb -0.2011 2.2048 -0.4817 -0.055 -0.104 -0.198
C 0.6673 3.1585 1.2019 -0.003 0.105 -0.021
C -2.1451 3.0389 -0.3954 0.019 0.043 0.048
H 0.7667 -0.9830 -6.0515 -0.005 -0.018 -0.097
H 0.6262 -2.4350 -5.0229 -0.039 -0.072 0.015
H 2.1691 -1.5618 -5.1235 0.083 -0.020 -0.018
H -1.5899 0.3255 -5.1548 -0.044 -0.011 -0.027
H -2.0382 0.7709 -3.4927 -0.040 0.047 0.035
H -2.0575 -0.9323 -3.9696 -0.058 -0.087 -0.001
H 1.7501 1.4230 -5.1792 0.005 0.042 -0.020
H 2.1058 1.9077 -3.5255 0.022 -0.016 0.024
H -0.1196 2.2223 -6.3775 0.006 -0.031 -0.042
H -1.9233 3.8650 -6.6704 -0.022 0.010 -0.041
H -2.5524 5.3478 -4.7758 -0.046 0.046 -0.013
H -1.3324 5.1733 -2.6491 -0.025 0.043 0.055
H 0.5512 4.5168 -1.4700 0.050 0.013 -0.044
H 1.6909 3.2992 -2.0293 0.017 -0.005 -0.031
H 0.4781 4.2274 1.1168 0.033 0.044 0.072
H 1.7390 2.9751 1.2199 0.052 -0.006 -0.010
H 0.2242 2.7739 2.1155 -0.044 -0.041 0.062
H -2.0609 4.0784 -0.0845 -0.070 0.061 0.002
H -2.7497 2.4805 0.3118 -0.037 -0.050 0.063
H -2.6082 2.9782 -1.3756 -0.027 -0.003 -0.090
O 2.5055 0.1040 0.2017 0.049 -0.035 -0.103
N 2.8443 0.3255 1.4133 0.067 0.041 -0.045
N 1.9018 0.2283 2.2589 0.170 0.059 -0.014
O 0.6695 -0.0534 1.9448 -0.299 -0.081 -0.039
C 2.2100 0.4604 3.6427 -0.099 -0.004 -0.160
C 3.5192 0.4002 4.0906 0.072 0.011 0.099
C 3.7650 0.6009 5.4376 0.003 0.013 0.067
C 2.7201 0.8512 6.3196 0.029 -0.021 -0.098
C 1.4190 0.9108 5.8457 -0.025 0.008 0.002
C 1.1525 0.7139 4.4982 0.017 -0.011 0.103
H 4.3215 0.1934 3.3994 0.002 -0.012 -0.015
H 4.7818 0.5514 5.8019 0.019 -0.007 0.020
H 2.9221 0.9909 7.3710 0.014 0.029 0.069
H 0.6011 1.1092 6.5249 -0.019 0.003 0.023
H 0.1468 0.7345 4.1061 -0.007 -0.012 -0.001
N -1.3562 -4.9186 -2.2032 0.143 -0.010 -0.085
C -1.3923 -3.5772 -2.0038 -0.114 0.037 0.021
O -0.5327 -2.8360 -2.5240 -0.014 -0.074 0.044
C -2.4591 -3.0703 -1.1755 0.086 0.002 -0.113
C -3.3477 -3.9274 -0.4892 0.131 0.317 0.006
N -4.0476 -4.6399 0.0866 -0.145 -0.248 0.033
C -2.4967 -1.6893 -0.9909 0.036 -0.012 0.123
N -2.3972 -0.5400 -0.8378 -0.101 0.089 -0.045
H -1.9798 -5.5327 -1.7097 -0.005 -0.030 0.017
H -0.5478 -5.2971 -2.6659 -0.068 0.011 0.040
Br -0.8865 -6.4577 2.7480 -0.001 -0.030 -0.029
C -0.5627 -4.9932 3.8889 -0.067 -0.043 0.054
C -1.1872 -4.9862 5.1302 0.006 0.016 0.003
C -0.9937 -3.9288 6.0019 0.005 -0.014 -0.043
C -0.1765 -2.8690 5.6382 0.015 -0.018 -0.053
C 0.4449 -2.8721 4.4014 -0.053 -0.093 0.070
C 0.2580 -3.9364 3.5265 -0.042 0.189 0.062
I 1.2251 -3.8372 1.6958 0.153 -0.124 -0.215
H -1.8278 -5.8124 5.4010 -0.021 -0.030 0.006
H -1.4882 -3.9339 6.9623 -0.022 -0.005 0.054
H -0.0202 -2.0369 6.3097 0.008 0.047 0.032
H 1.0730 -2.0476 4.1048 0.054 0.082 -0.005

=====

71
Properties=species:S:1:pos:R:3:forces:R:3 method="wB97M-V/def2-TZVPD" multiplicity=1 orbital_gap_ha=0.2566 e_above_lowest_kcal_mol=25.7 total_charge=+1 fmax_ev_per_a=4.142
Li 0.2084 1.1711 -0.7583 0.242 -0.225 -0.101
Br 6.1680 -1.4312 2.9575 -1.437 0.382 -0.946
C 4.7278 -0.9604 1.6608 0.517 0.860 -0.613
C 5.1285 -0.8026 0.2975 -0.955 -0.183 -0.101
C 4.1559 -0.4645 -0.6616 -0.176 -0.203 2.820
C 2.7899 -0.2041 -0.2839 0.648 -0.752 0.451
O 1.8685 -0.1063 -1.1699 -0.557 0.214 -0.800
C 2.4566 -0.2235 1.1231 -0.237 -0.277 -0.667
C 1.0887 -0.2087 1.5961 -0.188 -0.070 0.437
N 0.0360 -0.1650 0.8360 1.874 0.394 0.738
C -1.2306 -0.3788 1.3154 -0.685 -1.604 1.341
C -1.5670 -1.4323 2.1904 -0.742 0.913 -1.599
C -2.9275 -1.8796 2.3351 1.500 1.732 -0.571
C -3.9425 -1.2051 1.7727 -0.395 1.761 -1.157
C -3.6130 -0.0728 0.9098 -0.321 0.399 -1.322
C -4.5903 0.5915 0.0983 -0.334 1.118 0.725
C -4.2079 1.6484 -0.7744 0.191 -3.031 1.986
C -2.8583 1.7456 -1.0543 0.901 1.459 -0.131
N -1.8856 1.0763 -0.4523 -0.715 0.460 0.704
C -2.2493 0.3169 0.6262 -1.382 -1.320 -0.704
C 3.4244 -0.6001 2.0483 2.845 -0.686 0.478
H 6.1638 -0.9880 -0.0463 -0.735 0.051 0.469
H 4.4067 -0.4655 -1.6754 0.301 0.200 -1.460
H 1.0285 -0.2986 2.7196 -0.343 0.020 -0.957
H -0.7541 -2.0242 2.5356 0.431 -0.457 0.514
H -3.1958 -2.7517 2.8100 0.012 -1.855 1.422
H -4.9894 -1.5242 1.9179 0.673 0.312 -0.290
H -5.6478 0.3402 0.3444 0.784 0.384 -0.575
H -4.8338 2.3402 -1.2462 -1.274 0.474 -0.601
H -2.5928 2.5956 -1.7208 0.344 -1.068 0.130
H 3.3125 -0.6511 3.1232 -0.807 0.081 0.041
C 1.1879 7.4611 1.6530 -0.952 2.543 -0.294
C 0.4002 6.3461 1.1169 -1.565 -3.374 -1.822
C -0.9161 6.0042 1.4198 1.855 2.932 1.837
C -1.5234 4.8257 0.9724 0.702 1.365 0.004
N -0.8591 3.9971 0.2328 -0.622 -0.938 -1.072
C 0.3367 4.3320 -0.2706 1.178 -0.710 -0.042
S 1.1871 3.4007 -1.3942 -0.333 -0.192 0.084
N 0.9763 5.4298 0.2006 -0.372 2.590 1.743
C -2.9269 4.6188 1.3402 -0.247 0.913 1.941
H 0.4702 8.4113 1.8079 1.772 -2.252 -0.042
H 1.9915 7.7736 0.9732 -0.336 -0.056 -0.078
H 1.7085 7.1627 2.5540 -0.234 0.092 0.496
H -1.3395 6.7012 2.1836 -0.272 -0.878 -0.885
H 1.9081 5.6413 -0.1284 -0.002 -0.325 -0.238
H -3.5397 5.4745 0.9988 0.345 -0.360 0.119
H -2.9438 4.6610 2.4889 -0.421 -0.438 -1.610
H -3.2913 3.7253 0.9020 -0.502 -0.954 0.032
C -0.4084 -2.5024 -1.7319 -0.640 0.053 2.381
N 1.0598 -2.6270 -1.8749 1.371 0.967 -1.525
C 1.5955 -3.4034 -0.7612 -0.376 -0.238 2.301
N 1.0392 -4.7202 -0.6269 -0.425 1.437 0.678
C -0.3870 -4.5172 -0.4385 -0.230 -0.302 0.169
N -1.0321 -3.7906 -1.5204 0.291 -0.215 -2.039
C -0.9139 -4.5489 -2.8309 -0.692 -0.973 0.531
P 0.8055 -4.9724 -3.3947 0.392 -0.215 0.726
C 1.4820 -3.2120 -3.1820 -1.461 -0.560 -0.584
C 1.3487 -5.6402 -1.6977 0.129 0.192 -0.142
H -0.8800 -2.0405 -2.5573 -0.014 0.558 -1.159
H -0.5516 -1.8245 -0.8575 0.064 -0.574 -0.433
H 1.5471 -1.6766 -1.7799 -0.805 0.208 0.136
H 1.3815 -2.7851 0.1476 -0.008 -0.618 -0.545
H 2.6454 -3.4608 -0.8041 1.449 0.073 -0.535
H -0.5642 -3.9400 0.4597 0.184 0.249 0.334
H -0.8467 -5.4789 -0.2610 -0.362 -0.290 -0.319
H -1.3419 -4.0372 -3.7065 -0.277 0.331 0.664
H -1.5063 -5.5006 -2.7296 0.620 0.807 -0.078
H 1.0392 -2.5934 -3.9967 0.457 -0.337 0.553
H 2.5538 -3.2097 -3.2531 0.487 0.133 0.009
H 2.3966 -5.9265 -1.6241 0.223 0.267 -0.371
H 0.8324 -6.5459 -1.4038 -0.353 -0.393 -0.586

=====

68
Properties=species:S:1:pos:R:3:forces:R:3 method="wB97M-V/def2-TZVPD" multiplicity=1 orbital_gap_ha=0.2684 e_above_lowest_kcal_mol=4.3 total_charge=+1 fmax_ev_per_a=0.408
Cs -0.2396 -0.7011 0.0581 -0.042 0.108 -0.036
C -2.3020 4.3795 0.2189 -0.070 -0.038 -0.004
C -2.0204 2.9038 0.2899 0.180 0.107 -0.100
N -0.9884 2.3463 -0.2293 -0.102 -0.046 0.095
N -0.1320 3.2037 -0.8972 0.096 0.050 -0.078
C 1.0277 2.6617 -1.1735 -0.300 -0.184 0.205
O 1.4620 1.4952 -0.8922 0.211 0.123 -0.028
C 1.9597 3.5498 -1.9513 -0.032 -0.010 -0.007
C 1.5505 4.1569 -3.1340 0.001 0.031 0.003
C 2.4715 4.8067 -3.9458 0.008 0.004 -0.008
C 3.8070 4.8856 -3.5677 0.001 -0.015 0.001
C 4.2120 4.3314 -2.3554 -0.026 0.030 0.003
C 3.2897 3.6632 -1.5585 0.053 0.035 0.027
C -2.9757 2.0444 1.0469 0.011 -0.084 0.008
C -3.8748 2.6257 1.9407 -0.049 0.011 0.045
C -4.7446 1.8239 2.6621 0.038 -0.074 -0.036
C -4.7075 0.4522 2.4683 0.008 0.146 -0.030
C -3.7876 -0.0389 1.5552 -0.012 -0.125 0.015
N -2.9404 0.7157 0.8656 0.084 0.058 -0.017
H -1.7177 4.8200 -0.5809 0.007 0.008 -0.005
H -3.3633 4.5647 0.0494 0.008 0.007 0.004
H -2.0203 4.8757 1.1513 0.006 -0.006 0.002
H 0.5073 4.0953 -3.4152 -0.007 0.002 -0.005
H 2.1460 5.2615 -4.8725 0.001 0.004 -0.002
H 4.5202 5.4105 -4.1904 -0.008 0.004 -0.005
H 5.2353 4.4553 -2.0181 -0.005 -0.010 -0.002
H 3.5876 3.2406 -0.6064 0.009 -0.019 0.002
H -3.8861 3.6965 2.0803 -0.003 -0.005 -0.001
H -5.4409 2.2653 3.3630 0.002 0.010 -0.002
H -5.3714 -0.2181 2.9960 -0.002 -0.001 0.000
H -3.7308 -1.1087 1.3716 0.001 0.010 -0.005
C -2.5083 -2.6925 4.2133 0.015 0.025 0.005
C -2.6522 -4.0527 4.0042 0.008 -0.030 -0.016
C -1.8281 -4.6780 3.0818 -0.036 0.029 0.042
C -0.8880 -3.9180 2.3951 0.072 -0.038 -0.067
N -0.7598 -2.6008 2.5778 -0.027 0.002 0.049
C -1.5506 -2.0153 3.4735 -0.010 -0.005 -0.017
C 0.0377 -4.5593 1.4120 -0.060 0.066 0.043
C 0.5130 -5.8482 1.6273 0.023 -0.020 -0.022
C 1.3708 -6.4109 0.6973 -0.007 -0.012 0.020
C 1.7286 -5.6701 -0.4157 0.003 0.002 -0.010
C 1.2121 -4.3899 -0.5415 -0.016 0.027 0.015
N 0.3868 -3.8374 0.3440 0.022 -0.057 0.003
H -3.1212 -2.1602 4.9273 -0.002 -0.004 0.001
H -3.3955 -4.6209 4.5476 0.001 -0.001 -0.001
H -1.9272 -5.7360 2.8834 0.001 -0.001 -0.001
H -1.4147 -0.9467 3.6058 -0.009 0.002 -0.001
H 0.2356 -6.3924 2.5191 -0.003 0.004 0.002
H 1.7587 -7.4099 0.8463 0.001 0.001 -0.006
H 2.3944 -6.0692 -1.1679 -0.001 0.007 -0.003
H 1.4750 -3.7710 -1.3940 0.012 -0.011 -0.008
N 4.5169 1.1663 -3.5288 0.010 -0.155 -0.009
C 3.0661 1.0198 -3.9284 0.013 0.052 0.058
C 2.5463 -0.3647 -3.5721 0.037 0.035 -0.087
N 2.7770 -0.6932 -2.1749 0.017 0.032 0.020
C 4.2050 -0.7014 -1.9126 0.082 -0.003 -0.017
C 4.8221 0.6709 -2.1347 -0.031 0.080 -0.041
H 4.7539 2.1615 -3.5816 -0.014 0.058 0.023
H 5.1051 0.6672 -4.1964 0.001 0.010 -0.002
H 3.0030 1.2475 -4.9916 0.005 -0.004 -0.006
H 2.5343 1.7797 -3.3613 -0.002 -0.047 -0.044
H 3.0122 -1.1290 -4.2038 -0.024 -0.007 0.009
H 1.4784 -0.3738 -3.7905 -0.013 -0.015 0.009
H 2.3621 0.0674 -1.6173 -0.117 -0.129 -0.023
H 4.6879 -1.4498 -2.5511 -0.007 -0.005 0.028
H 4.3994 -0.9884 -0.8790 -0.012 -0.007 -0.001
H 5.9048 0.6874 -2.0154 0.007 -0.004 -0.012
H 4.3672 1.3935 -1.4625 -0.010 -0.006 0.025